{"formula": "C31H44IrN2S2SbTe", "method": "ωB97M-V with the def2-TZVPD basis set", "max_force_ev_per_a": 2.930, "orbital_gap_ev": [6.0, 5.4], "s_squared": 6.032, "total_charge": 0, "multiplicity": 5, "homo_energy_ev": [-5.40, -7.09], "species": ["Ir", "C", "N", "C", "C", "N", "C", "C", "C", "C", "C", "C", "C", "S", "C", "C", "C", "C", "C", "C", "S", "H", "H", "H", "H", "H", "H", "H", "H", "H", "H", "H", "H", "H", "H", "H", "H", "H", "H", "Te", "C", "C", "C", "C", "C", "C", "H", "H", "H", "H", "H", "C", "C", "C", "Sb", "C", "C", "C", "C", "C", "C", "H", "H", "H", "H", "H", "H", "H", "H", "H", "H", "H", "H", "H", "H", "H", "H", "H", "H", "H", "H", "H"], "coordinates": [[-0.07014, 0.65943, -0.03716], [-0.84139, 3.70171, 0.72806], [0.18186, 3.14951, -0.20230], [1.53009, 3.39910, 0.36475], [2.60882, 2.58193, -0.28437], [2.54313, 1.14901, 0.08906], [3.20359, 0.29593, -0.93701], [3.00149, 0.91085, 1.39588], [4.38684, 0.86884, 1.66224], [4.87363, 0.60720, 2.93834], [3.97443, 0.34877, 3.98234], [2.58694, 0.44071, 3.73470], [2.06586, 0.75461, 2.44855], [0.29132, 0.84461, 2.13525], [0.03554, 3.66394, -1.53387], [-0.07152, 5.05604, -1.79042], [-0.20369, 5.55021, -3.08994], [-0.27862, 4.63659, -4.15531], [-0.15683, 3.25193, -3.91170], [0.05500, 2.76576, -2.62257], [0.25403, 1.03832, -2.34177], [-0.73669, 4.77674, 0.87582], [-0.73849, 3.19762, 1.69522], [-1.83530, 3.49340, 0.33352], [1.46527, 3.22915, 1.44327], [1.77181, 4.44991, 0.20315], [3.58560, 2.99790, 0.00676], [2.53583, 2.61852, -1.37041], [4.27455, 0.51651, -1.06623], [2.64257, 0.39419, -1.86786], [3.11534, -0.73649, -0.61604], [5.06265, 1.07025, 0.83700], [5.95050, 0.54822, 3.08273], [4.35786, 0.07492, 4.96566], [1.87766, 0.27199, 4.53745], [-0.00950, 5.73263, -0.94591], [-0.26592, 6.63093, -3.26330], [-0.42229, 5.01110, -5.16923], [-0.21549, 2.52724, -4.71913], [-2.44973, 0.49395, -1.23955], [-4.48497, 0.78147, -0.44569], [-5.35398, 1.59376, -1.18462], [-6.70081, 1.68653, -0.84524], [-7.21140, 0.97746, 0.25035], [-6.34951, 0.14027, 0.97169], [-4.98805, 0.05270, 0.63546], [-4.95804, 2.13685, -2.04612], [-7.34181, 2.33194, -1.43831], [-8.25586, 1.07390, 0.55034], [-6.74302, -0.44044, 1.81431], [-4.33202, -0.62441, 1.18264], [1.58130, -3.05740, -2.50725], [0.24774, -3.29297, -1.80291], [-0.99065, -2.85442, -2.55599], [0.24831, -2.01741, 0.15929], [-1.74202, -2.77915, 0.99177], [-1.84579, -2.12741, 2.36064], [-1.84165, -4.29939, 1.02761], [1.69041, -3.41625, 1.43356], [3.10868, -2.84343, 1.34823], [1.64899, -4.87945, 0.97628], [1.59331, -3.61899, -3.44091], [2.40736, -3.41001, -1.87720], [1.76515, -2.01180, -2.75087], [0.15193, -4.31062, -1.40032], [-1.00651, -1.79902, -2.85109], [-1.91214, -3.06739, -2.00998], [-1.05783, -3.44113, -3.47673], [-2.40276, -2.30930, 0.25288], [-1.12978, -2.50304, 3.08644], [-2.83312, -2.36321, 2.78508], [-1.76388, -1.03676, 2.30997], [-1.28577, -4.75740, 1.85611], [-1.58122, -4.77964, 0.07702], [-2.89011, -4.56516, 1.20839], [1.20329, -3.23071, 2.39341], [3.51358, -2.88302, 0.34680], [3.76444, -3.43002, 1.99468], [3.16174, -1.80441, 1.70900], [1.95440, -4.98965, -0.06006], [0.67932, -5.33512, 1.10868], [2.34613, -5.47002, 1.56696]], "forces_ev_per_a": [[-0.081, -0.349, -0.939], [0.141, -0.325, -0.155], [-0.286, 0.504, 0.969], [-0.504, 0.414, -0.190], [0.349, -0.675, 0.076], [0.022, 0.131, -1.607], [-0.181, 0.229, 0.538], [0.348, -0.100, 1.526], [-0.747, 0.130, 0.228], [-0.268, -0.288, -0.159], [-0.694, 0.224, -0.643], [0.372, 0.207, -0.407], [0.684, -0.746, 0.020], [0.941, 0.578, 2.258], [0.122, 0.726, -1.077], [0.233, -0.919, -0.036], [-0.095, -0.482, 0.026], [0.160, -0.434, 0.456], [0.030, 1.024, -0.280], [-0.640, 0.173, 0.722], [0.793, 0.147, -1.260], [0.083, 0.154, -0.001], [-0.007, 0.133, -0.235], [0.038, 0.009, -0.053], [0.152, -0.082, -0.159], [0.105, 0.284, 0.122], [-0.058, -0.032, -0.085], [-0.090, 0.176, -0.048], [-0.262, 0.125, -0.123], [0.271, 0.161, 0.036], [0.035, -0.171, 0.104], [0.051, -0.112, 0.162], [-0.223, 0.048, 0.134], [-0.262, 0.133, -0.210], [0.077, -0.026, 0.006], [-0.091, 0.082, -0.091], [-0.001, -0.512, 0.048], [0.035, -0.205, 0.231], [0.022, 0.214, 0.008], [-1.453, 0.275, 0.358], [0.240, -0.257, -0.047], [0.224, -0.166, 0.029], [-0.001, 0.046, 0.284], [0.589, -0.138, -0.059], [0.053, 0.166, 0.024], [-0.363, -0.017, -0.135], [-0.237, -0.096, 0.202], [-0.020, -0.088, 0.114], [0.285, -0.064, -0.192], [0.212, 0.233, -0.335], [-0.151, 0.191, 0.012], [-0.295, -0.427, 0.271], [0.034, 1.426, 1.912], [-0.054, -0.470, -0.512], [0.208, -2.879, -0.501], [2.091, 0.486, -0.378], [-1.151, 0.042, -0.039], [-0.689, 0.069, -0.085], [-0.632, 0.909, -1.259], [-0.531, 0.253, 0.924], [-0.031, 0.593, 0.367], [0.162, -0.090, -0.195], [-0.055, 0.048, -0.185], [-0.145, 0.127, 0.042], [0.060, 0.190, -0.365], [0.216, -0.100, 0.150], [0.049, 0.065, 0.130], [-0.082, 0.044, -0.229], [-0.196, -0.259, 0.291], [0.334, -0.062, -0.082], [0.025, 0.097, 0.065], [0.031, -0.216, 0.033], [0.113, 0.268, -0.289], [0.148, 0.110, 0.212], [-0.043, -0.050, 0.043], [0.375, -0.311, 0.147], [0.052, -0.056, -0.369], [0.164, -0.092, 0.012], [-0.053, -0.276, -0.172], [0.001, 0.056, -0.196], [-0.305, -0.061, -0.097], [0.243, -0.068, 0.186]], "lowdin_spin": [1.8768, 0.0103, 0.1110, 0.0062, 0.0041, 0.1063, 0.0099, 0.0237, 0.0002, 0.0162, -0.0009, 0.0205, 0.0386, 0.2902, 0.0160, 0.0035, 0.0050, 0.0008, 0.0091, 0.0310, 0.1637, 0.0008, 0.0037, 0.0055, 0.0021, 0.0024, 0.0020, 0.0004, 0.0019, 0.0016, 0.0037, -0.0002, 0.0012, -0.0004, 0.0028, 0.0001, 0.0005, 0.0000, 0.0022, 0.7440, 0.0909, 0.0283, -0.0002, 0.0169, -0.0014, 0.0248, 0.0054, -0.0003, 0.0011, -0.0003, 0.0024, 0.0032, 0.0457, 0.0109, 0.0936, 0.0130, 0.0002, 0.0033, 0.0848, 0.0049, 0.0139, 0.0007, 0.0001, 0.0005, 0.0031, 0.0062, 0.0030, 0.0021, 0.0128, 0.0009, 0.0001, 0.0009, 0.0005, 0.0002, 0.0010, 0.0013, 0.0005, 0.0014, 0.0008, 0.0011, 0.0002, 0.0050]}